Here is a cluster of 3 separate species, C23H55N6O6 in total from OMol25. Energies are from ωB97M-V/def2-TZVPD.

Geometry as XYZ:
```
90
Properties=species:S:1:pos:R:3
H 0.5706 -3.5387 1.0278
C 0.8700 -0.3772 6.7932
H 3.8232 0.4954 4.2300
H 0.6786 -0.8956 -9.7303
H -1.3254 -1.0250 -0.3037
H -1.1455 -2.8480 -4.3094
N 1.0851 -2.8494 6.8238
H 2.1203 -2.7501 -4.6457
H -0.0946 1.7915 2.7887
N 0.2647 -0.2420 3.0545
H 3.0557 -0.0090 5.7115
H -0.6682 -0.1764 5.3227
H -3.3613 0.8106 -2.4206
C 1.2230 -2.6539 -5.2730
C 3.4738 -0.3858 4.7785
H 1.7245 1.6603 5.1292
H 5.8227 -0.3915 6.5687
H -1.1353 2.1860 0.6554
H 2.6564 -2.2245 4.0198
H -4.6710 2.5973 -0.3173
H -4.1147 5.8333 2.0305
H -0.4866 0.2654 -9.0700
H -1.8974 -2.1499 3.1216
H -1.5930 4.4082 1.2755
N -1.0431 -1.9488 0.0070
C 0.7412 1.3311 4.8013
O 0.4243 -1.5793 -4.8065
H -4.7299 0.8244 -0.3956
H 0.3348 -3.2875 2.6235
H 2.6076 -0.9081 2.8968
H -2.7560 3.3402 2.0902
N -0.1104 -3.2416 1.7161
C 1.6749 -2.4235 -6.6992
H 0.4434 -1.9797 4.2560
H 2.3933 -3.2139 -6.9299
H -0.2897 -2.1281 -2.9309
H -0.5487 -1.0179 -6.9390
N -1.8976 -1.8006 2.1756
H 4.4184 -2.0434 5.7984
H 1.3462 -1.0426 1.4250
O -3.2742 2.8705 -2.5726
H 2.7279 -0.1958 -9.6984
C 0.4249 -0.0767 5.3401
C -3.9353 1.7026 -2.1392
H 1.6457 1.3553 2.7850
H 0.6665 -3.5960 -5.2141
C 0.3317 -0.4192 -8.8066
C -2.0257 2.6361 0.1970
H -1.1016 -1.9017 -8.3746
H -4.7621 4.1836 2.1919
H -0.3118 -2.2888 -0.6060
C -4.4804 4.9633 1.4753
H 2.1763 -1.4580 -6.7845
C 0.9129 -0.9990 4.2043
C -2.3275 2.6535 -3.5964
O -3.5231 4.4887 0.5531
C 0.3239 -0.7529 1.6594
C 0.6826 1.1988 3.2676
H -0.7416 -0.2703 3.2646
H -1.6939 3.5364 -3.6539
N 5.8637 -0.5844 5.5774
H -1.3433 -1.1203 -3.9540
H -5.3592 5.2565 0.9053
C -0.6804 -1.9514 1.4018
H -0.0220 -0.4150 7.4229
H -2.4458 -0.9625 2.0337
C -0.6321 -1.9466 -3.9601
O -2.9201 1.5375 0.0950
H 2.6457 -1.6600 7.2404
C -0.2279 -1.4740 -7.8773
H 0.0414 0.0774 1.0090
H 2.1743 1.4923 -9.7087
H -2.8017 2.4965 -4.5705
C 2.4392 0.6478 -9.0628
H -1.7440 3.0230 -0.7827
H 3.2899 0.9340 -8.4466
C 2.4320 -1.1577 3.9457
H 4.9610 -1.8157 4.1626
H 6.0731 0.2753 5.0869
H 0.0153 2.0640 5.1545
H -1.7080 1.7778 -3.3685
O 1.3853 0.2986 -8.1938
C -4.1342 1.7057 -0.6407
H -4.9230 1.6212 -2.6121
C 4.6921 -1.2694 5.0753
H 1.4806 0.4446 7.1705
C -2.4655 3.7563 1.1148
O 0.6441 -2.5729 -7.6594
C 1.5905 -1.7002 6.9624
H 0.0792 -2.8205 6.6367
```

The calculation puts the HOMO energy at -0.39043 Eh. Its molar mass is 511.729 g/mol. Its spin multiplicity is 1. As for the total charge: +1. Its electronic energy is -45958.33011 eV.